Entry 1:
ORCA calculation (the ωB97M-V functional and the def2-TZVPD basis) on a 2-piece molecular cluster, C6H9N2O2 overall in a non-equilibrium geometry.

The geometry in ORCA input format:
```
! RIJCOSX wB97M-V def2-TZVPD def2/J DEFGRID3
* xyz -1 1
C 2.30 -0.04 1.86
C -1.20 -0.65 1.75
C 0.88 -0.40 1.52
C 0.46 -0.99 0.36
N -0.16 -0.10 2.35
N -0.88 -1.31 0.62
H -2.19 -0.44 2.11
H -1.44 -1.54 -0.20
H 0.76 -0.92 -0.67
H 2.29 0.88 2.44
H 2.87 0.27 0.98
H 2.86 -0.82 2.37
C -0.34 1.35 -2.08
C -1.69 0.32 -2.27
O -2.84 0.73 -2.36
O -1.23 -0.84 -2.35
H 0.43 0.73 -1.64
H -0.72 2.27 -1.65
H -0.15 1.49 -3.14
*
```

Values from the calculation:
Relative energy (zero: lowest compared OMol25 entry of this formula, charge and spin) ... 1.460 eV
Lowest unoccupied orbital energy ... 0.1356 Ha
DFT total energy ... -494.06903 Ha
Kohn-Sham gap ... 0.28655 Eh


Entry 2:
ORCA calculation (the ωB97M-V functional and the def2-TZVPD basis) on C6H9N2O2S as an isolated structure in a non-equilibrium geometry.

The geometry in ORCA input format:
```
! RIJCOSX wB97M-V def2-TZVPD def2/J DEFGRID3
* xyz 1 1
C -0.68 2.30 -0.07
C -1.77 1.50 0.03
C 0.52 1.55 0.02
C 0.19 0.27 0.30
C 2.70 1.01 -0.09
C 2.40 -2.50 -0.09
N 2.32 -0.20 0.03
N -3.77 -0.57 0.11
O 1.81 1.97 -0.14
O 3.05 -1.29 0.29
S -1.46 -0.19 0.26
H -0.70 3.37 -0.22
H -2.80 1.82 0.02
H 3.74 1.34 -0.18
H 3.05 -3.29 0.28
H 2.29 -2.57 -1.18
H 1.42 -2.56 0.39
H -4.32 -0.11 0.83
H -3.86 -1.57 0.22
H -4.12 -0.31 -0.81
*
```

Values from the calculation:
Relative energy (zero: lowest compared OMol25 entry of this formula, charge and spin) ... 4.472 eV
Lowest unoccupied orbital energy (alpha / beta) ... -0.2057 / -0.2056 Ha
DFT total energy ... -891.74982 Ha
Kohn-Sham gap (alpha / beta) ... 0.28407 / 0.28411 Eh


Entry 3:
ORCA calculation (the ωB97M-V functional and the def2-TZVPD basis) on an isolated ion of composition C6H9N2O5 and charge +1 in a non-equilibrium geometry.

The geometry in ORCA input format:
```
! RIJCOSX wB97M-V def2-TZVPD def2/J DEFGRID3
* xyz 1 1
C 1.00 0.51 -0.86
C -0.22 0.10 1.37
C 0.33 0.14 -2.94
C -2.47 -0.41 -0.64
C 0.84 0.69 3.39
C 1.56 -0.88 -1.31
N -0.29 0.18 -0.17
N -1.23 0.04 -1.02
O 0.63 1.12 -2.02
O -1.03 -0.59 1.87
O -0.20 0.19 -3.99
O 0.71 0.75 1.91
O 0.88 -1.06 -2.49
H 1.68 1.16 -0.12
H -2.93 0.12 0.31
H -2.32 -1.46 -0.65
H -3.13 -0.04 -1.39
H 0.81 -0.41 3.54
H -0.05 0.97 3.77
H 1.58 1.41 3.56
H 1.16 -1.77 -0.58
H 2.69 -0.74 -1.55
*
```

Values from the calculation:
Relative energy (zero: lowest compared OMol25 entry of this formula, charge and spin) ... 1.021 eV
Lowest unoccupied orbital energy ... -0.2339 Ha
DFT total energy ... -719.34940 Ha
Kohn-Sham gap ... 0.32230 Eh


Entry 4:
ORCA calculation (the ωB97M-V functional and the def2-TZVPD basis) on a 2-piece molecular cluster, C6H9N2OP overall in a non-equilibrium geometry.

The geometry in ORCA input format:
```
! RIJCOSX wB97M-V def2-TZVPD def2/J DEFGRID3
* xyz 0 1
C -1.71 0.64 0.98
C -1.31 -0.66 1.03
C -1.63 1.31 -0.27
C -0.55 -1.14 -0.03
C -0.93 0.84 -1.32
C -0.26 -0.45 -1.17
N 3.60 0.23 -0.39
N 1.97 0.29 1.54
O 0.66 -0.80 -2.16
P 2.36 -0.53 0.18
H -2.32 1.22 1.68
H -1.48 -1.34 1.85
H -2.22 2.21 -0.36
H -0.01 -2.06 0.27
H -0.91 1.37 -2.21
H 0.64 -1.75 -2.09
H 4.01 -0.35 -1.17
H 1.32 -0.09 2.18
H 2.65 0.91 2.04
*
```

Values from the calculation:
Relative energy (zero: lowest compared OMol25 entry of this formula, charge and spin) ... 0.898 eV
Lowest unoccupied orbital energy ... 0.0301 Ha
DFT total energy ... -760.10578 Ha
Kohn-Sham gap ... 0.34641 Eh


Entry 5:
ORCA calculation (the ωB97M-V functional and the def2-TZVPD basis) on an isolated ion of composition C6H9N2OS and charge +1 in a non-equilibrium geometry.

The geometry in ORCA input format:
```
! RIJCOSX wB97M-V def2-TZVPD def2/J DEFGRID3
* xyz 1 1
C 2.82 -0.76 0.25
C 3.12 0.57 0.08
C 0.72 -0.01 -0.29
C -1.38 1.29 -0.96
C -1.08 1.38 1.28
C -0.59 -0.08 -0.58
N 1.49 -1.06 0.07
N -1.32 -1.23 -0.73
O -0.90 2.11 0.22
S 1.72 1.38 -0.59
H 3.62 -1.54 0.65
H 4.14 0.95 0.29
H -1.08 1.86 -1.92
H -2.43 1.17 -0.86
H -2.01 0.80 1.46
H -0.41 1.57 2.15
H -0.94 -2.17 -0.65
H 1.05 -1.91 0.48
H -2.33 -1.17 -0.68
*
```

Values from the calculation:
Relative energy (zero: lowest compared OMol25 entry of this formula, charge and spin) ... 2.184 eV
Lowest unoccupied orbital energy (alpha / beta) ... -0.1345 / -0.1852 Ha
DFT total energy ... -816.59559 Ha
Kohn-Sham gap (alpha / beta) ... 0.27941 / 0.22538 Eh


Entry 6:
ORCA calculation (the ωB97M-V functional and the def2-TZVPD basis) on a 3-piece molecular cluster, C6H9N3 overall in a non-equilibrium geometry.

The geometry in ORCA input format:
```
! RIJCOSX wB97M-V def2-TZVPD def2/J DEFGRID3
* xyz -1 2
C -3.86 -1.94 3.27
C -3.78 -1.29 1.94
N -3.65 -0.76 0.90
H -2.92 -2.43 3.51
H -4.65 -2.68 3.45
H -4.09 -1.06 3.86
C -0.28 -0.66 0.59
C 0.72 -0.19 -0.42
N 1.44 0.16 -1.22
H -0.08 -0.46 1.64
H -0.59 -1.70 0.48
H -1.17 -0.04 0.44
C 3.59 1.90 -2.71
C 4.27 2.66 -3.79
N 4.80 3.22 -4.63
H 2.80 1.25 -3.06
H 3.16 2.72 -2.12
H 4.28 1.30 -2.12
*
```

Values from the calculation:
Relative energy (zero: lowest compared OMol25 entry of this formula, charge and spin) ... 0.159 eV
Lowest unoccupied orbital energy (alpha / beta) ... 0.1034 / 0.1020 Ha
DFT total energy ... -398.22332 Ha
Kohn-Sham gap (alpha / beta) ... 0.08060 / 0.40300 Eh


Entry 7:
ORCA calculation (the ωB97M-V functional and the def2-TZVPD basis) on C6H9N3 as an isolated structure in a non-equilibrium geometry.

The geometry in ORCA input format:
```
! RIJCOSX wB97M-V def2-TZVPD def2/J DEFGRID3
* xyz 0 1
C -2.18 -1.01 0.53
C 0.08 -0.58 -0.41
C 2.16 -1.37 -0.09
C 2.65 -0.16 0.11
C 0.51 0.71 -0.20
C -0.34 1.90 -0.21
H -2.23 -0.26 1.51
H -1.61 -1.97 0.97
H -3.41 -1.01 -0.13
H -1.59 0.10 -1.43
H 2.89 -2.32 0.04
H 3.53 0.25 0.49
H 0.10 2.95 0.05
H -1.25 2.06 0.69
H -0.71 2.25 -0.94
N -1.28 -0.81 -0.68
N 0.92 -1.62 -0.37
N 1.77 0.88 0.08
*
```

Values from the calculation:
Relative energy (zero: lowest compared OMol25 entry of this formula, charge and spin) ... 5.060 eV
Lowest unoccupied orbital energy ... 0.0206 Ha
DFT total energy ... -398.08950 Ha
Kohn-Sham gap ... 0.35135 Eh


Entry 8:
ORCA calculation (the ωB97M-V functional and the def2-TZVPD basis) on a 3-piece molecular cluster, C6H9N3O overall in a non-equilibrium geometry.

The geometry in ORCA input format:
```
! RIJCOSX wB97M-V def2-TZVPD def2/J DEFGRID3
* xyz 0 1
C 1.75 0.35 2.45
N 0.89 -0.38 1.55
C 0.80 -0.08 0.31
N -0.02 -0.79 -0.52
C -1.22 -1.39 0.02
C -2.27 -1.49 -1.00
C -3.11 -1.27 -1.85
C 1.12 1.28 -0.21
N 2.01 2.02 -0.57
H 2.68 -0.21 2.61
H 2.00 1.37 2.12
H 1.25 0.43 3.42
H 0.04 -0.60 -1.51
H -0.98 -2.39 0.44
H -1.62 -0.82 0.87
H -3.87 -1.29 -2.61
O 0.11 1.57 -1.94
H -0.80 1.42 -1.67
H 1.22 2.28 -1.91
*
```

Values from the calculation:
Relative energy (zero: lowest compared OMol25 entry of this formula, charge and spin) ... 7.026 eV
Lowest unoccupied orbital energy ... -0.0044 Ha
DFT total energy ... -473.29154 Ha
Kohn-Sham gap ... 0.33841 Eh


Entry 9:
ORCA calculation (the ωB97M-V functional and the def2-TZVPD basis) on C6H9N3O as an isolated structure in a non-equilibrium geometry.

The geometry in ORCA input format:
```
! RIJCOSX wB97M-V def2-TZVPD def2/J DEFGRID3
* xyz 0 1
N 0.33 2.06 0.09
C 0.16 0.64 -0.01
C 1.54 0.02 -0.04
N 2.30 -0.38 0.91
C -0.90 0.03 0.98
N -1.91 0.56 0.01
C -0.94 0.07 -1.00
C -0.84 -1.43 -0.71
C -0.81 -1.45 0.63
H 0.95 2.41 -0.63
H -0.57 2.52 -0.02
H -0.97 0.35 2.03
H -2.78 0.03 0.02
H -1.03 0.43 -2.04
H -0.75 -2.24 -1.43
H -0.69 -2.29 1.32
O 2.06 -0.30 -1.21
H 1.83 -0.32 1.82
H 3.01 -0.71 -0.72
*
```

Values from the calculation:
Relative energy (zero: lowest compared OMol25 entry of this formula, charge and spin) ... 3.211 eV
Lowest unoccupied orbital energy ... 0.0356 Ha
DFT total energy ... -473.43171 Ha
Kohn-Sham gap ... 0.36575 Eh


Entry 10:
ORCA calculation (the ωB97M-V functional and the def2-TZVPD basis) on a 2-piece molecular cluster, C6H9N3O2 overall in a non-equilibrium geometry.

The geometry in ORCA input format:
```
! RIJCOSX wB97M-V def2-TZVPD def2/J DEFGRID3
* xyz 0 1
C -0.32 1.08 1.84
C -0.67 0.72 0.59
C -0.57 2.82 -1.74
C 1.10 1.56 1.98
C 0.31 0.59 -0.42
C 0.21 -1.94 -0.73
N 2.02 0.84 1.09
N 1.59 0.33 0.08
N 0.03 -0.59 -1.42
O -1.06 2.17 -2.56
O -0.21 3.55 -0.94
H -0.93 0.96 2.75
H -1.76 0.36 0.33
H 1.03 2.59 1.38
H 1.59 1.52 2.99
H 1.28 -2.07 -0.37
H -0.41 -1.88 0.12
H -0.05 -2.80 -1.32
H -0.80 -0.77 -1.98
H 0.86 -0.38 -2.08
*
```

Values from the calculation:
Relative energy (zero: lowest compared OMol25 entry of this formula, charge and spin) ... 4.968 eV
Lowest unoccupied orbital energy ... 0.0106 Ha
DFT total energy ... -548.63881 Ha
Kohn-Sham gap ... 0.26428 Eh


Entry 11:
ORCA calculation (the ωB97M-V functional and the def2-TZVPD basis) on an isolated ion of composition C6H9N4 and charge +1 in a non-equilibrium geometry.

The geometry in ORCA input format:
```
! RIJCOSX wB97M-V def2-TZVPD def2/J DEFGRID3
* xyz 1 1
C 2.66 -0.15 0.13
C 1.14 -1.70 0.92
C 1.65 0.68 -0.16
C 0.02 -0.95 0.64
C -1.98 0.16 0.31
C -0.92 1.08 -0.35
N 2.33 -1.37 0.57
N 0.43 0.22 0.21
N -1.28 -0.97 0.88
N -0.93 1.05 -1.78
H 3.79 0.03 0.15
H 0.97 -2.58 1.57
H 1.66 1.77 -0.39
H -2.56 0.62 1.13
H -2.69 -0.19 -0.43
H -0.74 2.13 0.10
H -1.83 -1.82 1.15
H -1.53 0.43 -2.36
H -0.20 1.54 -2.31
*
```

Values from the calculation:
Relative energy (zero: lowest compared OMol25 entry of this formula, charge and spin) ... 2.158 eV
Lowest unoccupied orbital energy ... -0.1506 Ha
DFT total energy ... -452.76913 Ha
Kohn-Sham gap ... 0.34218 Eh


Entry 12:
ORCA calculation (the ωB97M-V functional and the def2-TZVPD basis) on a 2-piece molecular cluster, C6H9N5 overall in a non-equilibrium geometry.

The geometry in ORCA input format:
```
! RIJCOSX wB97M-V def2-TZVPD def2/J DEFGRID3
* xyz 0 3
C -3.64 -0.42 0.56
C -2.03 -1.35 -0.59
C -2.71 0.57 0.23
C -1.39 2.10 -0.39
C 1.86 0.08 -0.88
C 0.42 0.03 1.06
N -3.22 -1.57 -0.04
N -2.34 1.84 0.43
N -1.70 -0.03 -0.57
N -0.78 0.97 -0.97
N 0.93 0.80 -0.01
H -4.53 -0.37 1.01
H -1.46 -2.04 -1.20
H -0.77 3.00 -0.49
H 1.72 -0.93 -1.01
H 1.90 0.51 -1.94
H 2.90 0.21 -0.48
H 0.02 -0.97 0.87
H 1.23 -0.01 1.80
H -0.52 0.59 1.51
*
```

Values from the calculation:
Relative energy (zero: lowest compared OMol25 entry of this formula, charge and spin) ... 1.145 eV
Lowest unoccupied orbital energy (alpha / beta) ... 0.0354 / -0.1016 Ha
DFT total energy ... -507.57692 Ha
Kohn-Sham gap (alpha / beta) ... 0.29056 / 0.22043 Eh